Density functional theory data (wB97M-V/def2-TZVPD) for a 2-piece molecular cluster, C5H11NO overall.

- calculated total energy (eV) = -8900.67618
- SMILES string = C=C(C)NC=O.C
- spin multiplicity = 1
- relative energy (zero: lowest compared OMol25 entry of this formula, charge and spin) (kcal/mol) = 23.55
- lowest unoccupied orbital energy (hartree) = 0.031
- gap between HOMO and LUMO (Eh) = 0.362

Geometry (Å):
C: 0.753 -1.694 -1.586
C: -0.712 -0.699 1.785
C: -0.548 0.334 0.956
C: -1.633 0.877 0.071
N: 0.705 0.997 0.916
C: 1.292 1.614 -0.155
O: 0.809 1.779 -1.254
H: 0.248 -2.176 -2.427
H: 1.116 -0.709 -1.892
H: 1.588 -2.317 -1.257
H: -1.671 -1.198 1.870
H: 0.105 -1.095 2.385
H: 0.047 -1.580 -0.759
H: -2.566 0.342 0.263
H: -1.791 1.944 0.260
H: -1.364 0.777 -0.983
H: 1.314 0.833 1.706
H: 2.308 1.970 0.101

Density functional theory data (wB97M-V/def2-TZVPD) for C2H5FN2S2 as an isolated structure.

- calculated total energy (eV) = -29517.55347
- spin multiplicity = 1
- relative energy (zero: lowest compared OMol25 entry of this formula, charge and spin) (kcal/mol) = 101.72
- lowest unoccupied orbital energy (hartree) = -0.008
- gap between HOMO and LUMO (Eh) = 0.304

Geometry (Å):
C: -0.092 0.103 0.078
C: 0.713 1.323 -0.145
H: -2.051 -2.238 0.557
H: -1.800 1.380 -0.161
H: 1.461 1.609 0.603
H: 1.293 1.127 -0.968
H: 2.173 -2.476 0.890
N: -1.374 0.197 0.415
N: 0.222 -1.182 -0.120
F: -0.125 2.408 -0.374
S: -2.402 -1.051 -0.433
S: 1.982 -1.199 -0.343

Density functional theory data (wB97M-V/def2-TZVPD) for a 30-piece molecular cluster, C33H42Cl87NO6PS overall.

- calculated total energy (eV) = -1158241.52881
- net charge = +1
- spin multiplicity = 1
- lowest unoccupied orbital energy (hartree) = -0.190
- gap between HOMO and LUMO (Eh) = 0.236

Geometry (Å):
N: -5.014 -4.944 -14.797
P: -3.633 -4.220 -14.479
O: -3.450 -2.950 -15.562
O: -2.363 -5.258 -14.720
S: -3.556 -3.473 -12.456
O: -4.810 -4.109 -11.570
C: -2.007 -4.059 -11.602
O: -2.152 -3.584 -10.286
C: -1.060 -4.003 -9.446
O: -1.344 -5.148 -8.702
C: -2.448 -4.956 -7.805
C: -3.208 -6.337 -7.741
O: -4.562 -6.205 -8.245
H: -5.457 -4.430 -15.567
H: -4.259 -2.420 -15.448
H: -2.721 -6.158 -14.828
H: -5.054 -3.363 -10.984
H: -1.146 -3.548 -12.110
H: -1.915 -5.176 -11.616
H: -0.199 -4.279 -10.121
H: -0.688 -3.142 -8.833
H: -3.202 -4.207 -8.145
H: -2.142 -4.692 -6.768
H: -2.669 -7.047 -8.427
H: -3.161 -6.799 -6.735
H: -4.430 -5.863 -9.138
C: -1.479 -2.240 -4.348
Cl: -0.113 -2.128 -3.240
Cl: -0.900 -2.309 -6.019
Cl: -2.490 -3.643 -3.947
H: -2.083 -1.346 -4.238
C: -2.162 0.202 -0.334
Cl: -2.152 -0.773 1.140
Cl: -0.548 0.838 -0.666
Cl: -2.752 -0.750 -1.703
H: -2.836 1.039 -0.185
C: 3.897 -3.348 -2.494
Cl: 4.374 -4.997 -2.075
Cl: 3.322 -3.273 -4.166
Cl: 2.657 -2.758 -1.380
H: 4.768 -2.708 -2.405
C: -5.561 -9.480 -7.979
Cl: -6.087 -11.003 -8.704
Cl: -6.501 -9.129 -6.523
Cl: -3.833 -9.530 -7.613
H: -5.732 -8.683 -8.695
C: -1.389 -9.967 -11.096
Cl: -1.290 -8.522 -12.120
Cl: -0.651 -9.658 -9.521
Cl: -3.067 -10.485 -10.910
H: -0.836 -10.765 -11.581
C: 1.309 -0.624 2.328
Cl: 1.357 -0.524 4.093
Cl: 1.913 0.869 1.600
Cl: 2.245 -2.014 1.762
H: 0.278 -0.759 2.023
C: 4.437 2.155 4.721
Cl: 6.067 1.552 5.038
Cl: 3.830 3.061 6.112
Cl: 4.417 3.160 3.268
H: 3.784 1.303 4.555
C: -1.575 -0.743 6.563
Cl: -1.102 -2.393 6.989
Cl: -2.147 -0.672 4.892
Cl: -2.818 -0.148 7.668
H: -0.702 -0.104 6.655
C: 3.241 -4.995 -9.833
Cl: 3.330 -3.561 -10.864
Cl: 3.968 -4.673 -8.256
Cl: 1.562 -5.521 -9.643
H: 3.799 -5.794 -10.311
C: 5.180 6.766 6.110
Cl: 6.814 6.168 6.412
Cl: 4.589 7.698 7.492
Cl: 5.136 7.745 4.636
H: 4.525 5.911 5.970
C: 7.559 -4.095 -8.987
Cl: 8.259 -5.636 -8.478
Cl: 8.080 -2.788 -7.919
Cl: 7.986 -3.739 -10.666
H: 6.480 -4.176 -8.923
C: 3.238 3.231 10.210
Cl: 3.283 3.330 11.974
Cl: 3.861 4.716 9.485
Cl: 4.157 1.838 9.633
H: 2.204 3.110 9.901
C: -3.784 -1.270 -8.264
Cl: -2.963 0.292 -8.227
Cl: -4.512 -1.633 -6.698
Cl: -5.015 -1.304 -9.544
H: -3.047 -2.037 -8.483
C: -7.934 -7.557 -14.963
Cl: -7.388 -9.184 -14.542
Cl: -8.665 -7.542 -16.572
Cl: -9.076 -6.951 -13.755
H: -7.070 -6.900 -14.975
C: 2.042 -6.714 0.946
Cl: 2.137 -4.954 1.074
Cl: 1.330 -7.187 -0.603
Cl: 3.641 -7.441 1.143
H: 1.401 -7.080 1.741
C: 1.988 9.211 5.613
Cl: 2.796 10.778 5.700
Cl: 1.003 8.935 7.058
Cl: 0.997 9.097 4.153
H: 2.749 8.438 5.570
C: 1.368 6.965 12.284
Cl: 1.359 5.996 13.765
Cl: 2.991 7.584 11.954
Cl: 0.774 6.013 10.916
H: 0.703 7.811 12.425
C: -4.443 3.562 -9.777
Cl: -5.100 2.119 -10.560
Cl: -5.245 3.849 -8.230
Cl: -2.695 3.414 -9.554
H: -4.632 4.412 -10.422
C: -1.042 -1.485 11.319
Cl: 0.062 -0.386 10.483
Cl: -2.676 -1.336 10.668
Cl: -0.471 -3.152 11.185
H: -1.065 -1.214 12.369
C: -1.867 11.232 8.192
Cl: -1.631 12.677 7.205
Cl: -1.231 11.481 9.823
Cl: -3.576 10.782 8.259
H: -1.317 10.418 7.733
C: 3.872 14.704 7.085
Cl: 5.040 13.639 6.293
Cl: 3.652 16.189 6.149
Cl: 2.328 13.876 7.310
H: 4.262 14.971 8.061
C: 2.521 -2.027 8.190
Cl: 2.073 -0.381 7.728
Cl: 2.804 -3.019 6.756
Cl: 3.950 -2.008 9.229
H: 1.697 -2.461 8.749
C: -2.904 7.799 11.696
Cl: -1.519 7.891 12.792
Cl: -2.338 7.701 10.026
Cl: -3.929 6.416 12.093
H: -3.492 8.704 11.812
C: 2.355 19.350 7.890
Cl: 2.591 20.778 6.876
Cl: 2.958 19.640 9.526
Cl: 0.650 18.885 7.927
H: 2.920 18.530 7.460
C: 7.693 -3.236 9.265
Cl: 8.348 -4.816 9.711
Cl: 8.250 -1.991 10.391
Cl: 8.146 -2.821 7.607
H: 6.609 -3.289 9.321
C: -0.491 5.828 17.260
Cl: 0.312 7.400 17.343
Cl: -1.370 5.498 18.758
Cl: -1.580 5.759 15.870
H: 0.269 5.063 17.136
C: 5.466 4.012 -0.788
Cl: 6.855 4.119 0.299
Cl: 5.998 3.928 -2.472
Cl: 4.464 2.614 -0.381
H: 4.867 4.908 -0.665
C: -0.956 -7.152 10.626
Cl: 0.683 -7.744 10.920
Cl: -1.555 -6.254 12.027
Cl: -1.003 -6.145 9.173
H: -1.604 -8.007 10.468
C: -5.678 -6.195 -4.283
Cl: -7.069 -5.447 -3.489
Cl: -5.135 -5.212 -5.648
Cl: -4.363 -6.441 -3.124
H: -5.983 -7.163 -4.665

Density functional theory data (wB97M-V/def2-TZVPD) for C2H6KS2 as an isolated structure.

- calculated total energy (eV) = -40161.95244
- net charge = +1
- spin multiplicity = 1
- relative energy (zero: lowest compared OMol25 entry of this formula, charge and spin) (kcal/mol) = 0.00
- lowest unoccupied orbital energy (hartree) = -0.143
- gap between HOMO and LUMO (Eh) = 0.326

Geometry (Å):
S: 0.933 0.873 -0.256
S: -0.615 -0.113 -1.143
C: 1.705 -0.434 0.724
C: -1.898 -0.026 0.125
H: 2.589 0.002 1.218
H: 2.035 -1.273 0.088
H: 1.026 -0.827 1.499
H: -1.606 -0.556 1.047
H: -2.142 1.018 0.381
H: -2.801 -0.508 -0.286
K: 0.774 1.844 -3.396

Density functional theory data (wB97M-V/def2-TZVPD) for an isolated molecule of C4H5NO2.

- calculated total energy (eV) = -9810.81749
- SMILES string = OCc1ncco1
- spin multiplicity = 1
- relative energy (zero: lowest compared OMol25 entry of this formula, charge and spin) (kcal/mol) = 80.65
- lowest unoccupied orbital energy (hartree) = 0.021
- gap between HOMO and LUMO (Eh) = 0.364

Geometry (Å):
C: 1.478 0.343 0.190
C: 0.071 -0.052 0.050
C: -2.038 0.338 -0.184
C: -1.860 -0.920 -0.005
H: 3.299 0.095 -0.184
H: 1.603 1.310 -0.469
H: 1.636 0.472 1.413
H: -2.913 1.090 -0.514
H: -2.519 -1.864 -0.071
N: -0.761 0.983 -0.010
O: 2.432 -0.630 -0.322
O: -0.428 -1.164 0.106

Density functional theory data (wB97M-V/def2-TZVPD) for a 2-piece molecular cluster, C3H10OS2 overall.

- calculated total energy (eV) = -26990.54453
- SMILES string = CCO.CSS
- spin multiplicity = 1
- relative energy (zero: lowest compared OMol25 entry of this formula, charge and spin) (kcal/mol) = 17.19
- lowest unoccupied orbital energy (hartree) = 0.014
- gap between HOMO and LUMO (Eh) = 0.348

Geometry (Å):
C: -0.190 1.645 -1.663
S: -1.362 0.254 -1.390
S: -1.740 0.384 0.659
H: 0.361 1.897 -0.760
H: 0.489 1.301 -2.425
H: -0.786 2.493 -1.960
H: -1.101 -0.752 0.916
C: 1.971 -1.488 0.748
O: 1.322 -1.427 2.017
C: 2.605 -0.135 0.405
H: 1.236 -1.757 -0.016
H: 2.725 -2.276 0.825
H: 0.368 -1.533 1.968
H: 1.900 0.637 0.683
H: 2.720 -0.074 -0.683
H: 3.524 -0.003 0.954